Entry 1:
Formula: C20H25N3O5S2
Source: OMol25
Level of theory: ωB97M-V/def2-TZVPD

Structure (XYZ):
```
55
Properties=species:S:1:pos:R:3:forces:R:3
H 2.36682 2.57594 -0.48053 0.002 0.112 -0.147
H -5.49233 -2.12676 0.09870 -0.020 -0.099 -0.006
C 2.34167 -2.59231 1.02766 0.020 0.055 -0.172
C -0.00789 0.49658 1.74318 -0.060 0.046 0.094
C -5.93781 -0.19427 1.05340 0.128 0.160 -0.112
O 4.25115 0.08734 2.33676 -0.275 -0.272 -0.098
C -5.74208 1.18132 0.42044 -0.394 0.140 0.258
C 0.31249 2.06844 -0.05860 0.083 0.107 -0.061
C 0.66082 -1.49017 -0.78270 -0.183 -0.082 -0.077
C 1.68511 1.98726 0.11129 -0.107 0.116 -0.062
O -2.93634 0.81464 1.61638 0.044 -0.287 -0.048
N -2.34442 0.23651 -0.80624 0.112 0.583 0.511
H 4.46181 2.69171 -2.35653 -0.083 -0.008 -0.055
H 0.62784 -3.58230 1.85375 -0.030 -0.043 0.067
H -0.13209 2.71847 -0.79507 0.056 0.138 -0.121
H -2.50365 0.74435 -1.66532 0.032 0.247 -0.129
C -3.29658 -0.83566 -0.63124 -0.573 -0.087 0.128
H -0.69451 -0.04803 2.37137 0.002 -0.110 0.122
C 2.19146 1.14062 1.07995 0.592 -0.063 0.152
C -5.79855 -1.11509 -0.15839 0.063 0.190 -0.162
H 4.67946 -1.78521 -0.96365 0.007 0.097 0.077
H 6.33524 0.24330 -2.02657 0.072 -0.032 0.124
H -3.00050 -1.68576 -1.25269 -0.015 0.014 0.091
H -4.88626 -0.50247 -2.06552 -0.013 -0.013 0.137
O -4.86859 0.99303 -0.68487 -0.018 -0.120 -0.159
C 4.24718 0.69130 -1.42947 -0.208 0.398 -0.478
N 1.94634 -1.19452 -0.85749 0.252 0.074 -0.276
C 5.41471 0.68107 -2.37854 -0.010 -0.068 -0.074
N 4.44718 0.09372 -0.14670 -0.063 0.482 0.811
H 0.02838 -1.01623 -1.52129 -0.140 0.011 -0.001
C -4.73558 -0.38353 -0.98361 0.107 -0.412 -0.168
C 0.99550 -2.90935 1.09274 -0.063 -0.006 -0.134
C 1.36471 0.41202 1.91314 0.026 0.016 0.109
H 3.04497 -3.00010 1.73633 0.091 -0.016 0.105
C 4.97150 1.96223 -1.74497 0.076 0.099 -0.033
C 4.23431 -1.33775 -0.06995 0.079 -0.451 0.248
C -0.51529 1.30978 0.74785 -0.456 0.090 0.105
H -0.92669 -2.55698 0.18559 -0.143 -0.010 0.010
H -3.23957 -1.11095 0.42236 -0.097 -0.263 -0.075
H 4.76667 -1.68898 0.81503 -0.027 -0.191 -0.192
H 1.81211 -0.20715 2.67465 -0.054 -0.086 0.081
S -2.28701 1.35757 0.45849 1.039 0.010 -0.277
O 4.57896 2.22989 1.16916 -0.270 0.060 -0.231
H -5.27809 1.90083 1.09636 -0.098 -0.018 -0.024
H -5.13698 -0.37667 1.76900 -0.055 -0.030 0.052
O -2.61269 2.67304 0.00125 0.132 -0.060 -0.249
S 3.97354 0.93417 1.21355 0.172 0.267 -0.054
H -6.69120 1.58842 0.04586 0.092 -0.019 0.101
C 0.12974 -2.34442 0.16977 0.144 -0.112 0.091
H 5.58258 2.38532 -0.96547 0.063 -0.037 0.021
C 2.78027 -1.72595 0.03072 -0.126 -0.486 0.230
H 3.25304 0.53889 -1.84187 0.195 0.068 -0.049
H 5.21598 0.51875 -3.42687 -0.096 -0.013 -0.047
H -6.89950 -0.28796 1.55201 -0.013 -0.020 0.048
H -6.73735 -1.15796 -0.71255 0.008 -0.065 -0.003
```
Forces are in eV/Å.

Output
- SMILES = O=S(=O)(NC[C@H]1CCCO1)c1ccc(S(=O)(=O)N(Cc2ccccn2)C2CC2)cc1
- relative energy (zero: lowest compared OMol25 entry of this formula, charge and spin) (eV) = 2.1884

---

Entry 2:
Formula: C20H25NO2
Source: OMol25
Level of theory: ωB97M-V/def2-TZVPD

Structure (XYZ):
```
48
Properties=species:S:1:pos:R:3:forces:R:3
C 1.33850 -3.17054 0.61467 -0.090 0.197 -0.054
C -1.45300 -0.43593 2.76950 -0.083 0.240 0.176
H -0.61664 -1.45504 -2.39051 -0.059 0.013 0.058
H 2.41126 -3.05454 0.78224 0.023 -0.095 0.002
N 0.77354 -1.22186 -0.82091 -0.136 -0.145 0.095
C 1.27665 -0.55487 -3.08109 -0.118 -0.080 0.001
H 2.73526 -0.92658 -0.10790 0.012 0.025 0.098
C -1.29900 2.30606 3.26613 0.168 0.202 -0.401
C 0.17294 3.11285 -2.37847 -0.028 -0.025 -0.045
H -2.23677 1.85829 5.13189 -0.030 0.026 0.082
H 1.39551 -1.44608 -3.69769 0.020 0.025 -0.058
H -2.50754 1.82546 0.07301 -0.040 -0.026 0.030
C -1.05895 2.69938 -2.85924 -0.065 -0.012 -0.148
C -2.01819 2.23664 -1.97422 0.031 0.041 -0.059
C -1.75544 2.17874 -0.61718 0.019 0.042 0.301
H 2.94652 0.67708 -2.38126 0.088 0.019 -0.010
C 0.96974 -2.66396 -0.78653 0.069 -0.081 0.134
C 2.00950 -0.45381 -0.76684 0.129 0.141 0.074
C -0.90626 0.41233 1.81284 0.070 -0.039 -0.149
H 1.05720 0.28600 -3.73560 -0.011 -0.006 -0.092
C 0.14888 -0.75768 -2.05038 -0.109 0.196 -0.183
H -1.27179 2.73990 -3.91675 -0.015 0.006 -0.092
O -1.56501 -1.78464 2.64425 -0.151 0.186 0.244
H -0.32706 0.20240 -1.83759 -0.029 -0.036 -0.085
H -2.37442 -0.57165 4.68683 -0.047 -0.086 0.089
C 0.44724 3.06107 -1.02578 -0.022 -0.087 0.323
C -0.51641 2.59047 -0.13652 -0.134 0.052 -0.440
C -1.94358 0.10087 3.96262 0.009 -0.181 -0.033
H 0.92592 3.47776 -3.06143 0.069 0.039 -0.048
O -0.20550 2.63245 1.19217 0.152 0.074 0.050
H 1.39819 3.38859 -0.63469 0.109 0.027 0.059
H -0.52070 0.03794 0.87653 0.106 -0.152 -0.128
H 0.84254 -2.92639 2.69325 -0.012 0.048 0.031
C -1.86166 1.45597 4.20305 0.009 -0.150 -0.067
H -1.18875 -1.97242 0.61650 -0.029 -0.032 0.047
H 3.29615 -1.04988 -2.42615 0.042 0.046 -0.036
C 2.52231 -0.31127 -2.21669 0.038 -0.066 0.085
H 1.73934 -3.00242 -1.49852 -0.073 -0.057 -0.056
H -1.21339 3.36574 3.44508 0.013 0.123 -0.002
H 1.11717 -4.23917 0.65450 0.099 -0.069 -0.006
H -2.98333 1.91880 -2.34026 -0.080 -0.027 -0.021
C -0.83155 1.77685 2.07232 -0.262 -0.224 0.532
C 0.60471 -2.44557 1.74167 -0.248 -0.057 -0.075
H 1.76614 0.53401 -0.36462 0.099 -0.002 0.046
C -0.91489 -2.43639 1.56874 0.410 -0.144 -0.190
H 0.02310 -3.12176 -1.08511 0.046 0.015 -0.061
H 0.95741 -1.41568 1.79230 0.020 0.003 0.053
H -1.30588 -3.45753 1.59186 0.024 0.092 -0.069
```
Forces are in eV/Å.

Output
- SMILES = c1ccc(Oc2cccc(OCCCCN3CCCC3)c2)cc1
- relative energy (zero: lowest compared OMol25 entry of this formula, charge and spin) (eV) = 1.3019

---

Entry 3:
Formula: C20H26AlBCl40NO5
Source: OMol25
Level of theory: ωB97M-V/def2-TZVPD

Structure (XYZ):
```
94
Properties=species:S:1:pos:R:3:forces:R:3
Cl -4.30051 -4.71206 1.28944 0.442 0.092 -1.007
H 5.49354 1.32515 3.83706 0.077 -0.604 -0.479
Cl -3.34705 2.80780 0.53585 -0.026 0.260 -0.382
C -0.67771 8.01860 -5.31009 -0.070 -0.086 0.018
H 2.80338 -3.13406 2.97297 0.066 0.626 0.163
O 0.92015 2.13821 5.50489 0.842 1.117 -1.408
H 0.19300 1.61022 -0.06587 0.236 0.659 0.254
H -1.32556 -0.51563 3.54588 0.040 0.456 -0.342
Cl -0.78238 -2.00149 -2.68289 0.118 0.072 -0.124
Cl -1.26488 6.56154 -6.12996 0.000 0.282 0.047
Al 0.49936 1.21255 2.52131 0.797 -0.396 -0.599
H 2.84431 2.26446 -1.50828 0.129 0.127 0.716
Cl -5.37935 -4.99354 3.75906 -0.371 -0.275 1.060
H 1.30620 0.07558 5.51509 0.376 0.436 -0.211
O 2.52857 0.55272 -0.42475 0.641 -0.132 0.113
Cl 4.59071 -4.00906 -8.80134 -0.105 0.050 0.072
H 2.56125 3.07897 1.40025 -0.511 -0.192 -0.274
Cl -4.65322 3.11554 -2.02969 0.057 -0.022 0.023
N -2.60789 -1.54614 1.60900 0.554 0.263 -0.673
Cl 1.24588 4.36609 -5.54982 -0.076 -0.527 0.348
C -0.26825 -2.35431 -4.34152 0.063 0.043 -0.034
Cl 1.48235 -2.12744 -4.47315 -0.279 0.046 0.116
H 2.69345 1.12423 4.92821 -0.670 -0.245 0.290
Cl 3.92132 6.23273 -10.34976 -0.038 0.032 0.113
Cl 2.35759 -6.67558 -0.45264 -0.119 -0.035 -0.162
C 2.87827 1.93189 -0.44032 -0.343 0.284 0.145
Cl -8.81026 -3.03751 7.59251 -0.289 0.268 0.242
H 4.22844 1.11312 2.61744 0.519 -0.531 0.169
Cl -2.53936 1.16585 -1.71830 -0.084 0.178 -0.034
H 2.25210 1.06674 6.66204 -0.292 0.080 -0.530
C -6.11990 -5.25063 5.34994 0.085 0.202 -0.029
Cl -7.83322 -5.66915 5.14634 0.086 0.022 0.036
C -1.96867 -0.20145 1.45051 -0.464 0.372 1.107
C 0.85375 2.73108 -6.11649 0.056 -0.039 0.356
Cl 0.68107 1.65509 -4.72375 0.050 0.209 -0.108
Cl 3.13377 -4.48342 -6.34606 0.073 0.063 -0.217
C 2.87336 -2.04830 3.24207 -1.440 -0.485 -0.719
C 5.16156 0.65034 3.01299 -0.655 0.054 0.051
Cl -3.76683 -6.59334 -0.84742 0.088 0.116 0.065
C -3.11170 2.76739 -1.22069 0.155 0.023 0.185
H 4.41788 -0.65528 4.56450 -0.054 -0.461 -0.513
Cl -1.75715 -6.07403 1.17315 -0.197 0.113 -0.024
B 0.80469 2.56125 4.13313 0.102 0.375 0.519
C 0.55617 2.28219 0.75264 -0.080 -0.438 0.604
O 1.95792 0.05882 2.53426 -1.892 -0.086 0.472
Cl 4.32570 6.69624 -7.52076 -0.123 -0.018 -0.108
H 5.91920 0.63443 2.20399 -0.385 -0.005 0.469
C 4.84879 -0.79282 3.55417 1.394 1.484 -0.518
C 1.98750 2.85301 0.47837 -0.373 0.095 -0.938
C 1.83568 1.04632 5.62994 0.088 -0.339 0.695
Cl 2.05171 5.15485 -8.41888 0.299 0.489 -0.558
Cl -10.71221 -1.01389 8.41444 0.134 -0.028 0.020
Cl -0.10806 -5.98521 -1.79374 0.365 -0.187 -0.143
Cl -0.22382 9.23965 -6.51219 -0.064 -0.072 0.114
Cl -1.95921 8.66724 -4.27241 0.127 -0.064 -0.079
Cl 0.73419 7.61216 -4.31854 -0.121 0.044 -0.109
H -2.80267 0.48621 1.17632 0.827 -0.531 0.116
H -2.34855 -2.05292 0.76763 -0.299 -0.270 0.315
C 1.60843 -1.29653 2.64333 2.069 -0.091 -0.091
C -1.30882 0.30875 2.79724 -0.844 0.120 -0.897
H 1.70615 0.41717 -0.89358 -0.259 0.223 0.008
Cl 0.78674 -8.73610 -1.74396 0.041 0.112 -0.019
H 1.87764 3.82001 -0.07381 0.299 -0.455 0.410
Cl -0.68136 -4.02695 -4.75647 0.031 0.148 0.028
C 3.11024 6.52222 -8.79874 -0.080 -0.083 -0.019
H -0.04290 4.23866 3.62333 -0.043 0.240 -0.367
C -9.01447 -1.52249 8.48641 0.004 -0.039 -0.060
Cl 2.14661 2.11968 -7.16663 -0.121 -0.037 0.096
Cl -8.54270 -1.76621 10.17787 -0.048 0.023 -0.139
H 5.84063 -1.30541 3.62953 -0.657 0.111 0.293
H 2.84269 -2.00402 4.35099 0.372 0.286 -0.497
Cl -0.67149 2.77385 -7.02292 0.103 0.031 0.011
H 3.91976 1.99095 -0.05643 -0.551 -0.155 -0.489
Cl 1.76537 -3.39465 -8.65113 0.130 0.007 0.106
C -3.05548 -5.35530 0.20458 -0.011 0.074 0.150
Cl 2.14935 8.00646 -8.90549 0.100 -0.136 -0.006
Cl -5.28476 -6.57469 6.18170 -0.089 0.104 -0.085
H -0.20265 3.09357 0.88662 0.585 -0.372 -0.328
O 4.04645 -1.51976 2.65326 -0.087 -0.284 1.177
H -2.00731 1.09810 3.18406 0.558 -0.539 0.037
O 0.86314 3.97175 3.80217 -0.305 -1.021 1.554
H -1.24944 -0.16950 0.60225 -0.247 -0.283 0.415
H 1.47109 -1.73082 1.61952 -0.392 0.125 0.584
H -2.18564 -2.04883 2.38489 0.118 0.152 -0.108
Cl 2.20482 -6.78105 -3.34166 -0.062 -0.034 0.092
C 1.30981 -7.04348 -1.83243 -0.051 0.104 0.074
Cl -1.91496 3.98855 -1.68516 -0.122 -0.116 0.004
Cl -5.98799 -3.77072 6.31405 0.258 -0.276 -0.242
Cl 3.67789 -1.77049 -7.20984 -0.016 -0.185 -0.081
Cl -1.09084 -1.24849 -5.45379 -0.011 -0.163 0.039
Cl -2.41098 -4.03223 -0.78946 -0.190 -0.390 0.015
H 0.75013 -1.49835 3.32176 0.177 -0.042 -0.507
Cl -7.99140 -0.27047 7.76269 -0.102 -0.141 0.075
C 3.29187 -3.41418 -7.75089 -0.026 0.013 0.077
```
Forces are in eV/Å.

Output
- charge = -1

---

Entry 4:
Formula: C20H26BrClCuN2O3S
Source: OMol25
Level of theory: ωB97M-V/def2-TZVPD

Structure (XYZ):
```
55
Properties=species:S:1:pos:R:3:forces:R:3
C -1.84229 -0.25380 -2.35760 0.318 -0.830 -0.625
C -3.89916 3.64273 0.22316 0.779 -0.396 -0.328
C -2.07420 -1.71880 -1.98998 -0.473 0.361 0.634
H -2.06047 4.51393 -0.50236 0.044 0.002 -0.098
H -2.55609 0.36360 -1.81983 0.096 0.175 0.146
N -3.43586 -5.39244 0.85345 0.725 0.190 0.202
C 4.33844 -0.97898 0.25508 0.864 -0.004 -0.345
C 5.16323 0.11968 0.96551 0.026 -0.298 0.275
N -2.68921 -6.36595 1.51720 0.374 0.523 0.183
C -1.58739 -5.79684 1.87682 -1.178 -0.907 -0.319
Cu -4.53655 6.24737 0.75509 -0.166 0.915 0.375
H -3.11622 -1.95079 -2.20529 -0.050 -0.036 -0.220
C -1.69663 3.57996 1.46099 0.175 0.625 -0.657
C -0.74357 2.54200 0.90985 -0.205 -0.108 0.445
C 0.91473 0.30916 -0.05881 -0.382 0.147 -0.192
H -1.48288 -2.39958 -2.59741 0.192 0.006 -0.005
H 1.39099 -1.54286 -1.06657 -0.073 0.080 -0.179
H -4.43595 3.49800 1.15362 -0.162 -0.088 0.006
H 6.29019 -1.51614 -0.62508 0.024 0.139 -0.085
H -2.89129 5.30898 0.80913 0.869 0.403 0.644
H 5.42852 -2.85276 0.07315 0.035 -0.172 -0.099
H -0.22841 1.02245 -2.90520 0.044 -0.003 -0.119
S -3.32840 -2.83958 0.21473 0.211 0.220 0.281
C 1.18738 0.99840 1.22668 -0.479 0.111 -0.343
H -2.08904 -0.15287 -3.41433 -0.101 0.100 -0.055
H 4.92958 -2.19589 -1.49208 -0.089 -0.158 -0.025
C -2.70711 -4.31977 0.88665 -0.880 -0.514 -0.520
C -0.83786 1.99833 -0.47089 0.533 -0.218 -0.111
H -1.78348 -1.04820 0.06893 0.250 0.041 0.113
H 6.17680 0.18610 0.57793 0.012 0.121 -0.235
H -3.77688 2.70592 -0.30876 -0.292 -0.007 -0.242
C 5.29588 -1.93845 -0.50092 -0.107 -0.035 0.246
C -0.05125 0.79467 -0.85316 0.243 -0.726 -0.021
C -1.86735 -1.97866 -0.48002 -0.326 -0.662 -0.412
O 2.13370 0.72239 1.90140 0.743 -0.287 0.565
H -1.01337 -2.62686 -0.30973 0.209 0.214 0.250
H 0.31434 -0.57205 -2.47474 -0.003 -0.176 0.058
H 5.27882 -0.14019 2.01616 -0.028 0.121 0.129
C 3.24699 -0.40052 -0.67221 0.125 0.069 0.365
C -2.56127 4.32312 0.43544 -0.605 -0.326 0.431
C 0.21886 2.04268 1.68633 -0.056 0.111 0.285
C -0.38504 0.20667 -2.19633 -0.363 1.013 -0.002
Br 0.45495 2.57887 3.47246 -0.011 0.010 -0.146
H -0.81892 -6.33336 2.40204 0.447 0.533 0.018
C 1.80326 -0.86032 -0.33246 0.401 0.042 0.381
H -1.08418 4.32915 1.95970 0.056 0.005 0.144
Cl -4.87415 4.78287 -0.79404 -0.648 -0.643 -0.659
H 1.86551 -1.41445 0.60354 -0.053 -0.130 0.042
O -1.53187 2.52825 -1.31252 -0.485 0.288 -0.140
H 3.29778 0.68219 -0.57388 -0.121 0.126 -0.151
H -2.32820 3.15034 2.23909 0.011 -0.157 0.082
H 4.70776 1.10474 0.91611 -0.101 0.052 0.032
O -1.52369 -4.48834 1.51326 0.279 0.082 0.161
H 3.90049 -1.58053 1.04700 -0.470 0.085 -0.033
H 3.50007 -0.62357 -1.70629 -0.178 -0.033 -0.130
```
Forces are in eV/Å.

Output
- charge = +1

---

One value per record, in order, for E: -57522.120, -26730.412, -541058.128, -168314.269 eV.
One value per record, in order, for M: 451.57, 311.42, 1816.34, 553.41 g mol⁻¹.